DFT (the ωB97M-V functional and the def2-TZVPD basis) results for a structure of composition C17H49KO11.

The geometry in XYZ format:
```
78
Properties=species:S:1:pos:R:3
K -2.5922 -0.9255 1.2318
O 0.9511 0.3339 -2.6382
O 4.0471 -0.4584 2.3319
O -0.2085 1.9978 1.7544
O 1.4098 3.0905 0.5988
O 0.4204 -1.1391 -1.1688
O -0.4279 0.1493 0.3623
O -1.2479 0.3677 2.3279
O -0.3568 -3.5278 1.6676
O -4.2077 0.5194 0.7148
O -1.8666 -2.6008 -2.2075
O -1.6489 -1.3762 -0.7488
C -1.9291 1.2386 3.1675
C -3.3988 0.8898 3.2204
C 0.6932 1.7392 2.7847
C 4.2330 -0.9410 0.9958
C -2.2055 -1.9288 -3.4329
C 3.2630 -0.1563 0.0833
C 2.2370 -0.1976 -2.8474
C 1.6891 0.7935 2.0923
C 0.1308 2.5678 -1.3184
C -1.1998 -0.9187 -3.8522
C -3.6316 1.3179 -0.3356
C 0.3878 -2.3822 2.1041
C 1.4318 2.3212 -0.5638
C 2.0448 -1.5833 -3.5470
C 1.7980 -2.4097 1.4846
C -3.8281 0.4426 -1.5655
C -0.5646 -0.7987 -0.5508
H 0.4047 -2.3328 3.1929
H -0.5371 0.7971 1.8462
H 1.4308 -1.4137 -4.4315
H 3.0168 -2.0257 -3.7648
H 0.4794 0.3106 0.0934
H 4.0362 -2.0131 0.9857
H 0.4644 -0.1239 -1.9489
H -3.1843 -1.4637 -3.3157
H -3.5911 0.9853 -2.4806
H -3.9086 1.3643 4.0589
H -1.8737 2.2792 2.8478
H 2.7493 -0.2245 -1.8857
H -0.1818 -1.2924 -3.9622
H 4.5498 -1.0536 2.8929
H -0.1707 -1.5283 1.7207
H 0.1721 1.2980 3.6343
H 0.1323 3.4292 -1.9863
H -0.6714 2.6700 -0.5875
H -3.2212 -0.4623 -1.5358
H 1.4437 -2.2490 -2.9276
H -1.2686 -3.3638 1.9190
H 1.2153 2.6639 3.0304
H 3.3492 0.9063 0.3104
H 1.5541 1.2687 -0.3081
H 1.7851 -2.3667 0.3955
H -1.7668 -1.9848 -1.4780
H 5.2880 -0.7965 0.7631
H -4.0296 1.1256 2.3633
H -5.1303 0.7843 0.7001
H -0.1699 1.6891 -1.8889
H 2.2604 2.5908 -1.2186
H 2.3439 -1.5046 1.7506
H 0.1315 2.7128 1.2114
H -1.1885 -0.1749 -3.0555
H -2.5731 1.4022 -0.0893
H 2.3808 0.4433 2.8585
H 2.2355 1.2616 1.2735
H -4.1144 2.2874 -0.4590
H -1.4645 -0.3844 -4.7646
H -1.4525 1.1552 4.1442
H -4.8766 0.1455 -1.5911
H -3.5756 -0.1790 3.3410
H 3.6333 -0.2015 -0.9408
H 2.2214 -0.4647 0.1742
H -2.2677 -2.7346 -4.1643
H 2.7969 0.5095 -3.4593
H 2.2403 -3.2937 1.9442
H 2.2899 3.2122 0.9623
H 1.1899 -0.0853 1.6842
```

Summary:
* HOMO-LUMO gap: 7.382 eV
* energy relative to the best compared isomer or geometry (same formula, charge and spin): 14.089 eV
* charge: 0
* E_HOMO: -7.5 eV